Entry 1:
This record from the OMol25 dataset describes a molecular structure, C41H61F6O9Zn. The level of theory is ωB97M-V/def2-TZVPD.

Structure (XYZ):
```
118
Properties=species:S:1:pos:R:3
Zn 8.79 37.84 -17.06
C 8.12 36.16 -15.21
O 8.91 37.31 -15.05
O 7.84 36.08 -16.51
C 8.79 34.93 -14.60
F 7.86 33.95 -14.49
F 9.81 34.40 -15.27
F 9.23 35.17 -13.33
C 8.86 38.11 -13.88
C 9.86 39.25 -13.98
H 9.60 39.92 -14.80
H 9.72 39.77 -13.02
H 10.88 38.89 -14.05
H 9.06 37.54 -12.97
H 7.85 38.53 -13.82
H 7.16 36.19 -14.65
C 11.71 36.72 -18.15
C 11.69 37.90 -17.19
O 10.51 38.62 -17.17
H 11.23 37.00 -19.09
H 11.19 35.84 -17.75
H 12.75 36.43 -18.37
H 12.56 38.55 -17.42
H 11.89 37.56 -16.14
C 5.55 39.05 -16.11
C 6.82 39.92 -16.26
O 7.72 39.44 -17.13
H 5.19 38.72 -17.09
H 4.75 39.57 -15.58
H 5.84 38.11 -15.62
H 7.21 40.00 -15.21
H 6.50 40.95 -16.50
F 8.83 27.99 -9.55
C 8.76 28.80 -10.64
C 7.62 28.80 -11.39
C 7.47 29.80 -12.35
C 8.51 30.69 -12.60
C 9.70 30.59 -11.90
C 9.82 29.65 -10.89
H 6.80 28.13 -11.15
H 6.60 29.85 -12.99
H 8.50 31.42 -13.40
H 10.50 31.32 -12.04
H 10.75 29.54 -10.36
F 1.51 34.91 -19.10
C 2.36 34.96 -18.06
C 3.22 33.91 -17.83
C 4.02 33.95 -16.70
C 3.98 35.04 -15.84
C 3.13 36.10 -16.11
C 2.39 36.10 -17.28
H 3.12 32.99 -18.38
H 4.59 33.08 -16.41
H 4.61 35.06 -14.96
H 3.11 36.97 -15.47
H 1.76 36.95 -17.51
F 6.21 31.68 -20.72
C 6.52 31.66 -19.42
C 6.88 32.85 -18.80
C 7.09 32.88 -17.43
C 6.94 31.72 -16.68
C 6.46 30.57 -17.30
C 6.32 30.52 -18.69
H 6.86 33.72 -19.44
H 7.19 33.86 -16.95
H 7.08 31.80 -15.61
H 6.24 29.69 -16.71
H 5.88 29.61 -19.09
C 8.72 43.10 -13.84
C 8.82 44.60 -13.82
O 9.82 45.20 -14.14
C 7.52 45.33 -13.50
H 7.75 42.85 -14.27
H 8.78 42.64 -12.85
H 9.52 42.63 -14.41
H 7.36 46.12 -14.22
H 7.68 45.80 -12.52
H 6.69 44.65 -13.40
C 6.57 40.77 -12.31
C 7.27 41.26 -11.08
O 8.35 40.81 -10.77
C 6.70 42.45 -10.36
H 5.79 40.06 -12.02
H 7.31 40.26 -12.93
H 6.11 41.58 -12.86
H 5.68 42.29 -10.00
H 6.68 43.26 -11.10
H 7.32 42.66 -9.50
C 11.86 42.31 -11.69
C 11.73 43.13 -10.42
O 12.62 43.18 -9.61
C 10.51 44.02 -10.32
H 12.93 42.25 -11.87
H 11.37 42.86 -12.49
H 11.34 41.35 -11.67
H 9.60 43.66 -9.83
H 10.13 44.24 -11.32
H 10.80 44.96 -9.85
C 12.54 41.86 -15.55
C 11.96 42.59 -16.74
O 11.05 42.13 -17.38
C 12.56 43.93 -17.07
H 12.06 40.89 -15.46
H 12.26 42.44 -14.66
H 13.62 41.73 -15.60
H 13.55 43.87 -17.54
H 12.66 44.56 -16.18
H 11.88 44.47 -17.74
C 13.29 38.82 -11.48
C 14.08 38.73 -12.75
O 15.01 39.46 -12.95
C 13.64 37.76 -13.81
H 12.23 38.58 -11.62
H 13.39 39.83 -11.08
H 13.70 38.16 -10.71
H 14.49 37.20 -14.20
H 13.23 38.32 -14.65
H 12.88 37.03 -13.53
```

strongest force on any atom = 0.0317 hartree/bohr
total charge = -1
LUMO = 1.97 eV
highest occupied orbital energy = -5.318 eV
HOMO-LUMO gap = 7.288 eV

---

Entry 2:
This record from the OMol25 dataset describes C6H12OS in the gas phase. The level of theory is ωB97M-V/def2-TZVPD.

Structure (XYZ):
```
20
Properties=species:S:1:pos:R:3
C 2.22 -1.54 -1.25
C 1.28 -0.37 -1.19
C 1.28 0.44 0.07
C -0.07 0.23 0.71
C -0.98 -0.01 -0.49
C -2.17 -0.91 -0.35
H 3.23 -1.14 -1.02
H 1.93 -2.26 -0.48
H 2.18 -1.98 -2.20
H 1.33 0.36 -2.02
H 2.07 0.16 0.75
H 1.35 1.52 -0.07
H -0.03 -0.75 1.32
H -1.15 0.96 2.86
H -1.13 0.90 -1.07
H -2.43 -1.30 -1.30
H -1.90 -1.75 0.27
H -3.04 -0.38 0.11
O -0.08 -0.88 -1.27
S -0.70 1.60 1.75
```

strongest force on any atom = 0.0542 hartree/bohr
energy relative to the best compared isomer or geometry (same formula, charge and spin) = 12.4 kcal/mol
SMILES string = C[C@@H]1C[C@@H](S)[C@H](C)O1
total charge = 0
LUMO = 0.83 eV
highest occupied orbital energy = -9.115 eV
HOMO-LUMO gap = 9.948 eV

---

Entry 3:
This record from the OMol25 dataset describes 5 unconnected molecules or ions with the total composition C11H32O5. The level of theory is ωB97M-V/def2-TZVPD.

Structure (XYZ):
```
48
Properties=species:S:1:pos:R:3
C -0.43 -0.23 -0.68
C 0.94 -0.74 -0.02
C 1.90 -1.33 -1.11
O 1.49 0.31 0.70
H -0.92 -0.95 -1.33
H -0.24 0.65 -1.29
H -1.23 0.12 -0.03
H 0.63 -1.50 0.71
H 1.42 -2.07 -1.75
H 2.74 -1.87 -0.67
H 2.29 -0.49 -1.67
H 1.76 1.04 0.13
C 4.09 -2.57 7.56
C 4.21 -3.74 6.52
C 4.19 -3.36 5.10
O 5.35 -4.48 6.95
H 4.73 -1.73 7.28
H 4.25 -2.80 8.62
H 3.05 -2.28 7.42
H 3.48 -4.55 6.62
H 4.47 -4.22 4.48
H 4.95 -2.60 4.89
H 3.22 -3.00 4.78
H 5.15 -4.98 7.74
C -7.69 -1.67 -3.75
C -6.81 -1.44 -2.54
C -7.12 -0.08 -1.86
O -7.00 -2.46 -1.64
H -7.27 -2.51 -4.29
H -7.82 -0.88 -4.49
H -8.67 -1.96 -3.38
H -5.77 -1.42 -2.89
H -8.17 0.20 -2.01
H -6.47 0.56 -2.46
H -6.85 0.14 -0.83
H -7.89 -2.80 -1.67
C 4.85 4.63 -1.28
O 3.50 4.22 -1.57
H 4.87 4.91 -0.23
H 5.58 3.84 -1.46
H 5.17 5.45 -1.92
H 3.21 4.50 -2.44
C -0.54 5.68 -4.89
O 0.76 5.24 -5.15
H -0.97 6.29 -5.69
H -1.10 4.76 -5.03
H -0.52 6.19 -3.93
H 1.22 5.97 -5.58
```

strongest force on any atom = 0.0642 hartree/bohr
energy relative to the best compared isomer or geometry (same formula, charge and spin) = 41.6 kcal/mol
SMILES string = CC(C)O.CC(C)O.CC(C)O.CO.CO
total charge = 0
LUMO = 0.59 eV
highest occupied orbital energy = -9.753 eV
HOMO-LUMO gap = 10.339 eV

---

Entry 4:
This record from the OMol25 dataset describes a molecular structure, C41H62BN6PS3W. The level of theory is ωB97M-V/def2-TZVPD.

Structure (XYZ):
```
115
Properties=species:S:1:pos:R:3
W 0.31 1.97 1.08
C -0.23 4.79 -3.30
C -0.35 3.31 -3.15
C -0.80 2.50 -4.17
C -0.88 1.10 -4.01
N -0.51 0.55 -2.86
N -0.10 1.31 -1.86
B 0.23 0.38 -0.59
N 1.58 -0.33 -0.96
N 1.57 -1.39 -1.73
C 2.74 -1.89 -2.16
C 3.95 -1.27 -1.82
C 3.98 -0.11 -1.07
C 5.24 0.61 -0.73
C 2.71 0.34 -0.64
S 2.56 1.79 0.26
C 2.73 -3.10 -3.06
C 3.60 -4.19 -2.40
C 3.38 -2.69 -4.41
C 1.33 -3.64 -3.29
N -0.99 -0.55 -0.29
N -0.91 -1.86 -0.47
C -1.99 -2.60 -0.20
C -3.19 -1.99 0.21
C -3.27 -0.63 0.42
C -4.50 0.06 0.91
C -2.08 0.06 0.18
S -1.89 1.79 0.45
C -1.87 -4.09 -0.41
C -2.04 -4.33 -1.93
C -2.97 -4.85 0.34
C -0.50 -4.58 0.08
C -0.02 2.65 -1.95
S 0.51 3.65 -0.58
C -1.34 0.15 -5.09
C -2.26 -0.91 -4.48
C -2.07 0.88 -6.21
C -0.07 -0.52 -5.65
H -0.54 5.09 -4.30
H -0.87 5.31 -2.58
H 0.80 5.12 -3.15
H -1.11 2.94 -5.11
H 4.88 -1.69 -2.18
H 6.09 0.11 -1.17
H 5.21 1.64 -1.11
H 5.39 0.66 0.35
H 4.65 -3.92 -2.33
H 3.23 -4.45 -1.41
H 3.54 -5.09 -3.01
H 4.40 -2.34 -4.29
H 3.41 -3.57 -5.05
H 2.80 -1.92 -4.91
H 0.91 -4.04 -2.37
H 0.65 -2.88 -3.67
H 1.38 -4.44 -4.02
H -4.06 -2.61 0.39
H -5.35 -0.62 0.92
H -4.35 0.43 1.93
H -4.75 0.91 0.27
H -3.03 -4.04 -2.26
H -1.30 -3.78 -2.50
H -1.92 -5.40 -2.14
H -3.96 -4.67 -0.07
H -2.79 -5.92 0.23
H -2.97 -4.63 1.41
H 0.32 -4.02 -0.37
H -0.43 -4.50 1.17
H -0.38 -5.63 -0.18
H -3.17 -0.46 -4.08
H -2.56 -1.61 -5.26
H -1.76 -1.48 -3.69
H -2.94 1.43 -5.85
H -1.42 1.57 -6.75
H -2.42 0.15 -6.94
H 0.48 -1.04 -4.86
H -0.35 -1.25 -6.41
H 0.59 0.21 -6.12
C 0.66 -0.35 5.25
C 0.99 0.37 3.94
C 0.41 -0.41 2.75
C 2.52 0.44 3.78
P 0.16 2.01 3.67
C -1.46 2.06 4.46
C -2.67 2.36 3.85
C -3.82 2.52 4.61
C -3.77 2.39 5.99
C -2.56 2.11 6.62
C -1.41 1.95 5.86
C 1.05 3.59 4.07
C 0.01 4.71 3.92
C 1.67 3.64 5.46
C 2.12 3.76 2.98
H 1.14 -1.32 5.24
H -0.41 -0.50 5.38
H 1.05 0.19 6.11
H 0.80 -1.43 2.71
H 0.77 0.01 1.75
H -0.68 -0.45 2.74
H 2.91 -0.58 3.81
H 2.99 0.99 4.59
H 2.83 0.88 2.84
H -2.73 2.52 2.78
H -4.75 2.77 4.12
H -4.67 2.51 6.58
H -2.51 2.02 7.69
H -0.48 1.74 6.38
H -0.74 4.68 4.70
H -0.51 4.67 2.95
H 0.53 5.67 3.97
H 0.92 3.56 6.25
H 2.16 4.60 5.58
H 2.43 2.87 5.63
H 1.66 3.76 1.96
H 2.91 3.01 3.03
H 2.58 4.75 3.04
```

2S+1 = 3
strongest force on any atom = 0.0100 hartree/bohr
energy relative to the best compared isomer or geometry (same formula, charge and spin) = 31.0 kcal/mol
total charge = +4
LUMO (spin up / spin down) = -12.95 / -14.54 eV
highest occupied orbital energy (spin up / spin down) = -18.862 / -18.862 eV
HOMO-LUMO gap (spin up / spin down) = 5.911 / 4.326 eV

---

Entry 5:
This record from the OMol25 dataset describes a gas-phase ion, C3H6N4 (charge +2). The level of theory is ωB97M-V/def2-TZVPD.

Structure (XYZ):
```
13
Properties=species:S:1:pos:R:3
C -1.52 -1.17 -0.32
C 0.31 0.16 0.03
C 1.73 0.48 0.02
N -1.93 0.92 0.37
N -2.32 -0.17 -0.03
N -0.60 1.24 0.11
N -0.25 -1.15 0.06
H -2.02 -2.12 -0.76
H 2.35 -0.04 0.79
H 1.93 1.59 -0.06
H 2.25 0.01 -0.85
H -0.29 2.25 0.33
H 0.37 -2.00 0.31
```

strongest force on any atom = 0.0756 hartree/bohr
energy relative to the best compared isomer or geometry (same formula, charge and spin) = 90.9 kcal/mol
SMILES string = Cc1[nH+]cnn[nH+]1
total charge = +2
LUMO = -12.38 eV
highest occupied orbital energy = -21.541 eV
HOMO-LUMO gap = 9.164 eV

---

Entry 6:
This record from the OMol25 dataset describes 2 unconnected molecules or ions with the total composition C4H8Cl4Si. The level of theory is ωB97M-V/def2-TZVPD.

Structure (XYZ):
```
17
Properties=species:S:1:pos:R:3
C -0.69 -1.26 -1.38
C -0.69 -0.82 1.85
C -0.73 1.75 -0.21
C 2.21 0.18 -0.24
Si -0.31 -0.16 0.11
Cl -2.41 1.81 -0.49
Cl 2.83 1.61 0.70
Cl 3.07 -1.30 0.31
Cl 2.51 0.47 -1.94
H -0.08 -0.99 -2.23
H -0.61 -2.32 -1.21
H -1.66 -1.09 -1.71
H -1.11 0.09 2.21
H -1.50 -1.53 2.02
H 0.15 -1.14 2.40
H -0.41 2.37 -0.92
H -0.56 2.34 0.73
```

strongest force on any atom = 0.0981 hartree/bohr
energy relative to the best compared isomer or geometry (same formula, charge and spin) = 148.0 kcal/mol
total charge = 0
LUMO = 0.35 eV
highest occupied orbital energy = -8.822 eV
HOMO-LUMO gap = 9.172 eV

---

Q: Look up the total charge of the third one.
A: 0